Molecular formula: C17H23AuN4O4PTe
Method: DFT, wB97M-V/def2-TZVPD

Net charge: +1
HOMO (spin up / spin down): -9.65 / -9.65 eV
Energy: -52420.338 eV
2S+1: 1

Each line ends with the natural charge from an NBO analysis.
Positions of all 51 atoms, in Å:
1 H -0.0291 -4.7871 3.0177  0.23
2 C 2.5541 -0.1119 2.4999  -0.16
3 H 1.5072 -0.3719 5.1171  0.44
4 C 0.0107 -3.8874 2.4076  -0.62
5 H 4.3651 -0.2022 -0.3846  0.24
6 H 6.2284 0.0493 1.2093  0.24
7 H -2.3416 -2.8064 -2.8180  0.21
8 C -1.6332 5.3378 -0.1877  -0.41
9 C -1.0294 2.9426 -0.4167  0.20
10 C 1.0875 3.0028 -0.0761  -0.09
11 N 0.8901 -0.1386 4.3553  -0.50
12 N -0.7183 4.2291 -0.2077  -0.31
13 H 0.4993 -3.0940 2.9693  0.20
14 C 4.1811 -0.1276 0.6747  -0.23
15 H 3.4566 0.0819 4.4391  0.20
16 C 3.6383 0.0076 3.3774  -0.13
17 H -1.1091 -1.9255 -1.8768  0.16
18 H -1.9053 0.5547 2.8848  0.25
19 H -1.8873 -4.2148 1.4061  0.20
20 H -1.5802 -4.9547 -1.8352  0.23
21 Au -0.0283 -0.0803 0.1264  1.39
22 H 2.0851 2.6270 0.0247  0.23
23 O -2.1220 -0.3445 -0.0807  -1.11
24 P -2.5291 -1.7136 0.3844  1.98
25 O -1.2899 -2.2370 1.2706  -0.88
26 H -0.2217 -4.1264 -2.6137  0.23
27 N 0.0405 2.1807 -0.3473  -0.55
28 H -0.3753 -4.1013 -0.8545  0.20
29 C 5.2104 0.0007 1.5648  -0.18
30 H -2.0045 -3.2713 2.9097  0.20
31 C 4.9423 0.0702 2.9331  -0.20
32 Te -4.5851 -1.8762 1.5835  -0.29
33 O 1.9664 -0.4319 0.1616  -0.63
34 H 5.7498 0.1921 3.6378  0.23
35 H 0.6064 -4.0929 1.5212  0.21
36 H -2.2053 5.3770 -1.1146  0.23
37 N 0.1122 0.2372 2.3582  -0.53
38 C -1.7546 -2.8122 -1.8959  -0.06
39 C 1.2149 -0.0435 3.0376  0.37
40 H -0.9431 0.0876 5.4353  0.24
41 C -1.3913 -3.4544 2.0181  -0.07
42 C -0.9307 -4.0826 -1.7899  -0.63
43 C 2.8218 -0.2101 1.0907  0.36
44 C -0.4481 0.0870 4.4874  -0.03
45 C -0.9184 0.3196 3.2283  -0.08
46 H -2.3284 5.2398 0.6477  0.22
47 H 1.1390 5.2038 0.2059  0.24
48 C 0.6259 4.2842 0.0108  -0.06
49 H -1.0765 6.2656 -0.0765  0.23
50 H -2.0160 2.5806 -0.6191  0.23
51 O -2.7081 -2.7384 -0.8216  -0.83